<i>
Entry from OMol25: a cluster of 2 separate species, C2H4FNO in total (the ωB97M-V functional and the def2-TZVPD basis).

Computed properties:
Highest occupied orbital energy: -10.648 eV
Molecular weight: 77.06 u
Lowest unoccupied orbital energy: 0.0247 Ha

Cartesian coordinates (Å):
C  -0.81958  -0.51054  1.33588
N  -0.31152  -0.79804  0.00233
C  0.38210  -0.50671  -0.96016
O  0.96634  -0.28804  -1.94441
H  -0.13980  0.11117  1.87058
H  -1.74934  -0.11349  0.99309
H  -1.01277  -1.34818  2.10447
F  1.23483  2.10557  -1.48003
H  1.44975  1.34827  -1.92174

---

<ii>
Entry from OMol25: a cluster of 2 separate species, C2H4FNO in total (the ωB97M-V functional and the def2-TZVPD basis).

Computed properties:
Highest occupied orbital energy (spin up / spin down): -9.534 / -9.486 eV
Molecular weight: 77.06 u
Lowest unoccupied orbital energy (spin up / spin down): -0.0260 / -0.0077 Ha

Cartesian coordinates (Å):
C  -2.95276  0.15277  0.03811
C  0.34401  0.08435  0.29707
N  -0.59725  -0.92901  0.09471
O  -3.19006  1.30736  0.01571
F  -3.74678  -0.85897  0.01877
H  0.17812  0.55338  1.26469
H  1.32241  -0.44088  0.76954
H  0.55299  0.70058  -0.55675
H  -0.82392  -0.97802  -0.97871

---

<iii>
Entry from OMol25: a cluster of 2 separate species, C2H4FNO in total (the ωB97M-V functional and the def2-TZVPD basis).

Computed properties:
Highest occupied orbital energy (spin up / spin down): -8.013 / -9.542 eV
Molecular weight: 77.06 u
Lowest unoccupied orbital energy (spin up / spin down): -0.0007 / 0.0191 Ha

Cartesian coordinates (Å):
C  1.74327  0.66899  0.26290
C  -0.98772  -0.74817  -0.24580
N  -0.62266  0.55794  -0.67829
O  2.44627  -0.19924  -0.06592
F  -1.11071  1.47625  0.26129
H  1.80313  1.54280  0.89839
H  -0.62009  -1.44011  -1.00024
H  -0.57394  -1.01971  0.73555
H  -2.07755  -0.83874  -0.16789

---

Stability comparison, relative energies in kJ/mol: <i> 0.0; <ii> 353.0; <iii> 463.7